89
Properties=species:S:1:pos:R:3:forces:R:3 method="wB97M-V/def2-TZVPD" e_homo_ev=-3.8 charge=-1 relative_energy_ev=6.494 e_lumo_ha=-0.03015 total_energy_ha=-6567.00719 homo_lumo_gap_ev=2.96
Ti 1.626722 -0.731379 0.318977 -0.2552 -0.4005 -0.3292
O 0.553777 -0.036218 -1.227215 -0.0310 -0.0518 0.9902
C 0.051479 0.720796 -2.037554 0.0980 0.1909 -0.2407
C -0.666760 1.942390 -1.634762 0.0175 0.1320 -0.1078
C -0.845423 2.889907 -2.639707 0.1064 0.0578 0.1765
C -1.510459 4.059120 -2.338642 0.2854 0.2423 0.0257
C -2.045834 4.299394 -1.087384 0.1991 0.0188 0.0914
C -1.904529 3.339385 -0.100515 0.0603 0.1224 -0.0531
C -1.200604 2.168674 -0.360250 0.0818 -0.0401 -0.0289
O -1.164823 1.152920 0.566290 -0.0877 0.0028 0.1853
N -1.699813 5.074364 -3.391378 0.0117 -0.0957 0.0869
O -2.216517 6.127596 -3.065575 -0.0147 0.0280 -0.0193
O -1.336897 4.795397 -4.511897 -0.0031 0.0246 -0.0211
H 0.147496 0.430599 -3.102837 -0.1745 0.0282 0.0151
H -0.452173 2.704257 -3.630668 -0.0055 -0.0149 -0.0071
H -2.591348 5.213342 -0.907010 -0.0117 0.0008 -0.0075
H -2.368858 3.489319 0.862060 -0.0068 -0.0073 0.0319
Br -4.118923 2.393053 -2.755861 -0.4751 -0.2819 -0.1422
C -4.636300 0.825627 -1.829325 -0.0566 -0.0492 0.0262
C -4.268180 0.673456 -0.501073 -0.0273 0.0623 -0.0505
C -4.617635 -0.481662 0.174141 0.0074 -0.0525 0.0170
C -5.335456 -1.479385 -0.480059 0.0601 -0.1743 0.0986
C -5.746906 -1.288762 -1.789649 0.0400 -0.0344 -0.0789
C -5.379203 -0.143500 -2.480421 0.0006 -0.0315 0.0147
N -5.800688 -2.669190 0.198060 0.1048 0.1358 0.1832
N -5.046023 -3.364427 0.896382 -0.1052 -0.1803 -0.3116
C -3.633070 -3.117181 0.915942 -0.0476 0.1482 0.1547
C -3.072507 -2.841604 2.131867 0.0360 0.0690 -0.0141
C -1.754947 -2.345086 2.219764 -0.0539 -0.0291 -0.1415
C -1.013904 -2.182673 1.073356 -0.1566 0.3834 -0.1295
O 0.145183 -1.539032 1.066325 0.1442 -0.2615 0.2238
C -1.517127 -2.657069 -0.182754 0.0783 -0.0327 0.0410
N -0.670288 -2.618865 -1.235882 0.0219 -0.0627 0.0222
C -1.083130 -3.060294 -2.398914 -0.0357 -0.0276 0.0270
C -2.390489 -3.584934 -2.574145 0.0810 -0.0023 -0.0344
C -3.255478 -3.622116 -1.524115 -0.0987 0.0241 0.0469
C -2.835572 -3.132602 -0.262856 -0.0792 -0.0271 -0.0314
H -3.697817 1.445931 -0.002969 -0.0896 -0.0760 -0.0190
H -4.315159 -0.611211 1.203794 -0.0064 -0.0012 -0.0110
H -6.333744 -2.057134 -2.276616 -0.0106 0.0032 0.0091
H -5.666689 -0.006878 -3.513383 0.0031 -0.0014 0.0006
H -3.693066 -2.907512 3.017281 0.0085 0.0009 0.0110
H -1.336373 -2.050595 3.173866 0.0031 0.0054 0.0088
H -0.359943 -3.031517 -3.210816 0.0092 -0.0234 0.0097
H -2.672821 -3.974137 -3.543123 -0.0042 0.0277 -0.0087
H -4.245323 -4.049043 -1.633564 -0.0232 0.0449 -0.0023
B 4.861071 -1.362194 1.230614 -0.0308 0.0268 0.0942
N 4.100233 -2.409649 0.366227 -0.0364 -0.0764 0.1436
C 4.645841 -3.388690 -0.350916 0.0251 -0.0001 -0.0181
C 3.645520 -4.137961 -0.950174 -0.0053 0.0378 0.0012
C 2.471619 -3.529875 -0.547157 -0.0183 -0.0546 -0.0227
N 2.746749 -2.491840 0.258954 0.1930 0.2656 -0.2183
N 3.891070 -0.919349 2.402370 0.0228 -0.0299 -0.0167
C 4.249471 -0.637685 3.657761 0.0171 -0.0580 0.0129
C 3.113630 -0.342577 4.398881 0.0032 -0.0291 -0.0117
C 2.075141 -0.479186 3.488597 -0.0353 -0.1147 -0.0121
N 2.561311 -0.815206 2.285959 0.0002 0.2192 -0.0358
H 5.791287 -1.907942 1.773271 0.0434 0.0215 -0.0322
H 5.194408 -0.392177 0.604105 -0.0222 0.0063 -0.0445
H 5.717527 -3.479592 -0.404836 -0.0012 -0.0171 0.0209
H 3.745149 -4.948142 -1.648554 0.0078 -0.0112 0.0102
H 1.457739 -3.739967 -0.839812 -0.0341 0.0307 -0.0215
H 5.285065 -0.707257 3.944369 -0.0068 0.0010 0.0096
H 3.051361 -0.106541 5.446386 -0.0010 0.0008 -0.0011
H 1.011253 -0.402666 3.642437 -0.0063 0.0386 -0.0111
C 3.676399 4.321499 2.486257 0.0126 0.0803 0.0367
C 4.181236 3.244173 1.769776 -0.0530 -0.0872 -0.0463
C 3.340430 2.213117 1.406068 0.1011 0.0351 -0.0094
C 1.967004 2.242466 1.755373 -0.1481 -0.1206 0.0761
C 1.105961 1.190343 1.369912 0.0095 0.2244 -0.1095
C -0.352848 1.304671 1.748426 0.0641 0.0866 -0.1538
C -0.776398 2.460015 2.592873 -0.0048 -0.0059 0.0135
C 0.089856 3.399735 2.951588 -0.0074 -0.0237 0.0066
C 1.476967 3.352613 2.512186 -0.0076 0.0331 0.0257
C 2.339175 4.378355 2.858274 0.0371 -0.0269 -0.0399
H 4.336178 5.133554 2.767655 0.0016 -0.0054 -0.0053
H 5.225136 3.207753 1.491744 0.0032 0.0061 -0.0011
H 3.724766 1.380165 0.835337 -0.0202 0.0182 0.0237
H -0.571871 0.387875 2.310753 0.0220 -0.0372 -0.0147
H -1.804252 2.472959 2.936052 -0.0196 0.0166 -0.0470
H -0.207290 4.228837 3.582952 -0.0019 -0.0106 0.0144
H 1.968399 5.222786 3.425572 -0.0075 -0.0054 0.0049
F 2.955132 0.149409 -0.444759 0.2153 0.0322 -0.0182
Sb 2.341062 -1.485375 -3.358574 0.0525 0.0476 0.3110
F 2.702214 -1.520797 -5.233204 -0.0160 0.1141 -0.0560
F 4.386243 -1.395436 -3.164965 -0.0002 -0.2156 -0.0876
F 2.333822 0.601388 -3.318198 0.0289 0.1200 -0.1417
F 1.576122 -3.486602 -3.672513 0.1943 -0.0638 -0.0141
F 0.347257 -0.966554 -3.954297 -0.1693 -0.2634 -0.3225